# 1
C4H8O2 | ωB97M-V/def2-TZVPD

Geometry as ORCA input:
```
! RIJCOSX wB97M-V def2-TZVPD def2/J DEFGRID3
* xyz 0 1
C 1.6222 -0.4089 -0.6482
C 1.1149 0.6767 -0.0828
C -0.2752 1.0874 -0.4250
O -1.2346 0.7025 0.5103
C -1.4993 -0.6431 0.6094
O -0.4147 -1.4316 0.8779
H 1.1141 -0.9470 -1.4398
H 2.6161 -0.7461 -0.4139
H 1.7685 1.3309 0.4572
H -0.3941 2.1578 -0.4674
H -0.5347 0.6989 -1.4052
H -2.2094 -0.7502 1.4198
H -1.9144 -1.0004 -0.3247
H 0.2405 -0.7269 1.3325
*
```

- HOMO level (eV) = -9.58
- largest force on an atom (Eh/bohr) = 0.08245
- SMILES string = C=CCOCO
- energy relative to the best compared isomer or geometry (same formula, charge and spin) (kcal per mole) = 61.6

=====

# 2
C4H8O2 | ωB97M-V/def2-TZVPD

Geometry as ORCA input:
```
! RIJCOSX wB97M-V def2-TZVPD def2/J DEFGRID3
* xyz 0 1
C -1.7291 -0.7879 -0.7380
C -0.9619 0.2492 -0.4251
C 0.0868 0.1955 0.6298
O 0.4490 -1.0975 0.9453
C 1.0005 1.3177 0.8676
O -0.1223 1.0672 1.7231
H -1.5946 -1.7467 -0.2463
H -2.5136 -0.7050 -1.4840
H -1.0910 1.2172 -0.9048
H 0.9481 -1.0646 1.7724
H 1.9708 1.1185 1.3231
H 0.9435 2.2323 0.2769
H 0.9504 -1.1000 -1.8453
H 1.6635 -0.8959 -1.8947
*
```

- HOMO level (eV) = -9.85
- largest force on an atom (Eh/bohr) = 0.00574
- SMILES string = C=C[C@@]1(O)CO1.[H][H]
- energy relative to the best compared isomer or geometry (same formula, charge and spin) (kcal per mole) = 78.3

=====

# 3
C4H8O2 | ωB97M-V/def2-TZVPD

Geometry as ORCA input:
```
! RIJCOSX wB97M-V def2-TZVPD def2/J DEFGRID3
* xyz 0 1
C 1.0150 0.7994 1.1300
C 0.2039 -0.3878 0.5949
C -1.2487 -0.0646 0.1523
O -1.3679 -0.6629 -1.1232
C -0.0743 -0.5678 -1.6466
O 0.7968 -0.9019 -0.6003
H 1.2884 0.6735 2.1821
H 1.9373 0.8457 0.5466
H 0.4944 1.7590 1.0256
H 0.2088 -1.2078 1.3204
H -2.0149 -0.4924 0.8031
H -1.4049 1.0233 0.0801
H 0.0466 -1.2780 -2.4659
H 0.1196 0.4623 -1.9991
*
```

- HOMO level (eV) = -10.00
- largest force on an atom (Eh/bohr) = 0.00704
- SMILES string = C[C@H]1COCO1
- energy relative to the best compared isomer or geometry (same formula, charge and spin) (kcal per mole) = 32.9